Model 1:
20
Properties=species:S:1:pos:R:3 method="wB97M-V/def2-TZVPD" total_charge=+1 gap_ev="10.20 / 9.61" homo_ev="-13.727 / -16.163" multiplicity=2
C -1.838 -1.390 -0.426
C -0.411 -1.185 0.028
C 0.210 0.133 -0.181
C 1.602 0.271 -0.270
N 2.451 -0.743 -0.367
C -0.607 1.360 -0.182
C -1.140 1.608 1.258
H -2.555 -0.689 0.010
H -2.229 -2.369 -0.154
H -1.926 -1.290 -1.508
H 0.177 -1.938 -0.516
H -0.204 -1.500 1.059
H 2.029 1.201 0.098
H 3.452 -0.593 -0.381
H 2.128 -1.498 -0.964
H -1.513 1.160 -0.759
H -0.119 2.234 -0.607
H -1.939 0.909 1.494
H -0.370 1.419 2.015
H -1.516 2.614 1.411



Model 2:
20
Properties=species:S:1:pos:R:3 method="wB97M-V/def2-TZVPD" total_charge=+1 gap_ev="10.36 / 7.17" homo_ev="-15.106 / -15.115" multiplicity=2
C 0.779 -2.532 -0.253
C -0.646 -1.956 -0.803
C -0.704 -0.379 -0.770
N 0.302 2.256 -0.833
C -0.008 1.624 0.470
C -0.315 0.248 0.500
C 0.208 2.320 1.660
H 1.664 -2.234 -0.991
H 0.969 -2.186 0.791
H 0.553 -3.582 -0.209
H -0.831 -2.524 -1.861
H -1.253 -2.203 0.005
H -1.725 -0.042 -1.092
H 0.067 0.191 -1.437
H -0.459 2.101 -1.430
H 1.145 1.783 -1.196
H -0.162 -0.464 1.415
H 1.236 2.499 1.929
H -0.532 1.820 2.449
H -0.288 3.259 1.657



What is the least stable structure shown above? It is model 2.